Version i
Entry from OMol25: 4 unconnected molecules or ions with the total composition C8H24O8 (wB97M-V/def2-TZVPD).

```
40
C8H24O8 | OMol25 | wB97M-V/def2-TZVPD
O -0.51904 -1.31707 -2.02820
C -0.07419 -2.66254 -1.94014
C 1.45392 -2.86357 -1.79357
O 2.03975 -2.65536 -0.52747
H -1.06157 -1.07975 -1.27259
H -0.55196 -3.10709 -1.06709
H -0.62433 -3.20271 -2.71063
H 1.79388 -2.10171 -2.49506
H 1.66118 -3.88024 -2.12754
H 1.82727 -1.80923 -0.12683
O 2.34612 -0.58147 6.45407
C 1.06473 -0.59334 5.65636
C 1.17542 0.54328 4.62493
O -0.10040 1.11949 4.44727
H 2.22617 -1.05479 7.28062
H 0.89258 -1.56442 5.19218
H 0.32557 -0.30982 6.40559
H 1.71381 0.18320 3.74825
H 1.52030 1.41485 5.18128
H -0.45438 1.41651 5.28875
O 3.77573 4.87352 -5.88535
C 3.71906 4.45626 -4.58754
C 3.12411 3.06445 -4.63868
O 2.70006 2.46649 -3.38070
H 4.35959 5.63133 -5.80510
H 4.66238 4.39641 -4.04470
H 3.02597 5.01828 -3.96155
H 3.85122 2.28393 -4.86275
H 2.28119 2.95099 -5.32038
H 2.04067 1.80226 -3.59426
O -5.56405 -2.64443 -0.29894
C -5.73773 -1.32098 0.20997
C -5.00386 -1.11049 1.52690
O -3.65033 -0.74992 1.14330
H -4.67527 -2.59585 -0.65852
H -5.32396 -0.68003 -0.56854
H -6.79848 -1.07947 0.27771
H -4.83739 -1.98182 2.16028
H -5.36896 -0.32408 2.18747
H -3.23477 -0.35107 1.91130
```

Results
E_HOMO = -9.89 eV
molar mass = 248.27 g/mol
SMILES = OCCO.OCCO.OCCO.OCCO
spin multiplicity = 1
frontier orbital gap = 10.18 eV

Version ii
Entry from OMol25: 4 unconnected molecules or ions with the total composition C8H24O8 (wB97M-V/def2-TZVPD).

```
40
C8H24O8 | OMol25 | wB97M-V/def2-TZVPD
O -6.78662 -4.03658 29.39916
C -5.69411 -4.09674 30.31953
C -6.09221 -3.31685 31.57936
O -7.13815 -3.97312 32.24995
H -7.55809 -4.48297 29.75577
H -5.30795 -5.03717 30.71267
H -4.90450 -3.49478 29.86980
H -6.59686 -2.37741 31.35376
H -5.35237 -3.21285 32.37303
H -7.37923 -3.44421 33.01398
O -7.65044 -4.95750 22.44819
C -6.60203 -4.10583 21.98703
C -7.11072 -2.65092 21.55485
O -7.12026 -1.71630 22.63556
H -7.62695 -4.88645 23.40526
H -5.82743 -4.17351 22.75092
H -6.16152 -4.59713 21.11946
H -8.01130 -2.48883 20.96258
H -6.29834 -2.41399 20.86782
H -7.99299 -1.78661 23.02926
O -8.00634 -8.06822 26.86343
C -7.68047 -6.70580 26.93789
C -6.56918 -6.36912 26.07453
O -7.10461 -6.16059 24.79317
H -8.33172 -8.39776 27.70434
H -8.62215 -6.17397 26.80184
H -7.31009 -6.57391 27.95451
H -5.77851 -7.10577 26.21690
H -6.36284 -5.41013 26.54977
H -7.67273 -6.92042 24.64656
O -10.44118 -9.13816 28.61982
C -10.49584 -10.47205 28.16110
C -10.29151 -10.61302 26.59337
O -11.29866 -10.35881 25.68406
H -11.28319 -8.69858 28.48063
H -10.04449 -11.37417 28.57411
H -11.54468 -10.60072 28.42843
H -10.11972 -11.68823 26.54348
H -9.34780 -10.14430 26.31444
H -11.80605 -9.54400 25.69924
```

Results
E_HOMO = -9.27 eV
molar mass = 248.27 g/mol
SMILES = OCCO.OCCO.OCCO.OCCO
spin multiplicity = 1
frontier orbital gap = 9.64 eV

Which structure loses on stability? version ii does.

Version i
Entry from OMol25: 2 unconnected molecules or ions with the total composition C2HNO (wB97M-V/def2-TZVPD).

```
5
C2HNO | OMol25 | wB97M-V/def2-TZVPD
C 1.45885 -0.37156 0.05635
C -1.26320 0.23477 0.04747
N 2.60144 -0.43953 0.00701
O -1.57175 1.35758 0.02530
H -1.22534 -0.78126 -0.13614
```

Results
E_HOMO (alpha / beta) = -9.87 / -9.88 eV
molar mass = 55.04 g/mol
spin multiplicity = 1
frontier orbital gap (alpha / beta) = 7.38 / 7.39 eV

Version ii
Entry from OMol25: C2HNO in the gas phase (wB97M-V/def2-TZVPD).

```
5
C2HNO | OMol25 | wB97M-V/def2-TZVPD
N -1.17719 -1.53468 -0.47110
C -0.56270 -0.69431 0.03950
C 0.34259 0.43977 0.28317
O 0.16489 1.02462 -0.76542
H 1.23241 0.76460 0.91385
```

Results
E_HOMO = -11.07 eV
molar mass = 55.04 g/mol
SMILES = N#CC=O
spin multiplicity = 1
frontier orbital gap = 10.32 eV

Which structure loses on stability? version i does.

Version i
Entry from OMol25: C9H8BrN in the gas phase (wB97M-V/def2-TZVPD).

```
19
C9H8BrN | OMol25 | wB97M-V/def2-TZVPD
C 2.06786 -0.49806 -1.29653
N 1.30179 0.06739 -0.16845
C 2.00175 0.87708 0.60599
C 2.40460 2.20598 0.76747
Br 3.47049 3.31614 1.87402
C -0.05377 -0.19455 0.07986
C -0.63431 0.03611 1.32511
C -2.04619 -0.09138 1.47485
C -2.76939 -0.52558 0.39529
C -2.17640 -0.62719 -0.84837
C -0.84220 -0.40339 -1.05178
H 1.66235 -0.22939 -2.27701
H 3.14363 -0.09207 -1.13034
H 1.95841 -1.68767 -1.37660
H -0.06496 0.21736 2.17264
H -2.28404 -0.09177 2.50762
H -3.84447 -0.74277 0.56286
H -2.87381 -0.96676 -1.62829
H -0.42134 -0.56947 -1.98835
```

Results
E_HOMO (alpha / beta) = -7.96 / -7.96 eV
molar mass = 210.07 g/mol
SMILES = CN(C#CBr)c1ccccc1
spin multiplicity = 1
frontier orbital gap (alpha / beta) = 8.19 / 8.20 eV

Version ii
Entry from OMol25: C9H8BrN in the gas phase (wB97M-V/def2-TZVPD).

```
19
C9H8BrN | OMol25 | wB97M-V/def2-TZVPD
C -0.65216 2.45526 0.89185
C 0.68001 1.86069 0.49985
Br 1.98821 2.15829 1.95268
C 1.23582 2.33331 -0.72355
N 1.68075 2.67412 -1.72148
C 0.55903 0.07611 0.24355
C 1.65498 -0.72486 0.46031
C 1.59447 -2.05134 0.05679
C 0.46194 -2.53760 -0.57342
C -0.63140 -1.71192 -0.76908
C -0.58625 -0.38645 -0.36618
H -1.07099 1.90804 1.73408
H -1.35036 2.42437 0.05873
H -0.52373 3.49823 1.18519
H 2.55095 -0.34590 0.92556
H 2.44825 -2.69159 0.21590
H 0.43482 -3.55869 -0.92670
H -1.51546 -2.08839 -1.26201
H -1.43240 0.25711 -0.54116
```

Results
E_HOMO = -9.86 eV
molar mass = 210.07 g/mol
SMILES = C[C@](Br)(C#N)c1ccccc1
spin multiplicity = 1
frontier orbital gap = 10.28 eV

Which structure loses on stability? version i does.

Version i
Entry from OMol25: C4H7NO4 in the gas phase (wB97M-V/def2-TZVPD).

```
16
C4H7NO4 | OMol25 | wB97M-V/def2-TZVPD
N -1.51001 -0.59186 -1.96894
C -0.64803 0.06605 -0.96079
C -1.21280 0.00568 0.54805
C -0.29784 0.73017 1.42648
O 0.71998 1.37328 1.09995
O -0.41262 0.58729 2.72562
C 0.74833 -0.41343 -0.74508
O 1.14468 -1.18780 0.15095
O 1.43034 -0.31629 -2.02541
H -0.94361 -0.86967 -2.88222
H -1.54839 -1.53106 -1.74232
H -0.59051 1.11750 -1.45612
H -2.22751 0.44484 0.62923
H -1.20165 -1.18808 0.85404
H 0.30039 1.06202 3.08734
H 2.18438 -0.87515 -1.92824
```

Results
E_HOMO = -10.33 eV
molar mass = 133.10 g/mol
SMILES = N[C@@H](CC(=O)O)C(=O)O
spin multiplicity = 1
frontier orbital gap = 10.97 eV

Version ii
Entry from OMol25: C4H7NO4 in the gas phase (wB97M-V/def2-TZVPD).

```
16
C4H7NO4 | OMol25 | wB97M-V/def2-TZVPD
C 2.24924 -0.78133 -0.46774
C 1.14057 -0.15238 0.36055
O 0.95882 -0.56621 1.49261
O 0.63979 0.98781 -0.14138
C -0.65156 1.33494 0.30906
C -1.80588 0.54681 -0.24435
N -1.51545 -0.89230 -0.07053
O -0.85044 -1.39980 -0.95925
O -1.61460 -1.40153 1.07391
H 2.87688 -0.05535 -0.99275
H 1.78385 -1.51368 -1.12327
H 2.84634 -1.25200 0.30628
H -0.67772 1.23530 1.40058
H -0.68970 2.43034 0.16361
H -2.78750 0.82929 0.25191
H -1.90263 0.65009 -1.35925
```

Results
E_HOMO = -10.40 eV
molar mass = 133.10 g/mol
SMILES = CC(=O)OCC[N+](=O)[O-]
spin multiplicity = 1
frontier orbital gap = 10.13 eV

Which structure loses on stability? version ii does.

Version i
Entry from OMol25: a molecular structure, C4H7NO4 (wB97M-V/def2-TZVPD).

```
16
C4H7NO4 | OMol25 | wB97M-V/def2-TZVPD
O 0.10848 -0.85470 -4.69239
C 0.76409 0.02526 -4.17963
H 1.83894 0.19258 -4.36908
O 0.62030 0.35409 -2.42556
H -0.08462 -0.23653 -2.12982
N 0.02950 1.93631 -4.28748
C -1.22729 2.31982 -4.87135
C -1.69024 3.69919 -4.47811
O -1.04430 4.46560 -3.80945
C -3.02602 4.16323 -5.11129
O -3.47829 5.24983 -4.87598
H 0.74477 2.65086 -4.38189
H -1.18274 2.29331 -5.97551
H -2.02172 1.60404 -4.59651
H -3.58515 3.40202 -5.69722
H 0.06275 1.66043 -2.93793
```

Results
E_HOMO = -9.79 eV
molar mass = 133.10 g/mol
spin multiplicity = 1
frontier orbital gap = 9.05 eV

Version ii
Entry from OMol25: C4H7NO4 in the gas phase (wB97M-V/def2-TZVPD).

```
16
C4H7NO4 | OMol25 | wB97M-V/def2-TZVPD
N 1.44131 1.53939 0.09407
C 0.54696 0.42594 0.32826
C -0.84863 0.72172 -0.21537
C -1.86750 -0.22405 0.27521
O -1.74778 -0.84648 1.27827
O -2.93665 -0.39277 -0.54991
C 1.07129 -0.92710 -0.02229
O 0.54143 -1.80804 -0.61305
O 2.43725 -1.08915 0.31845
H 1.55995 1.58961 -0.91249
H 2.33518 1.16711 0.39459
H 0.42925 0.23698 1.39279
H -0.79806 0.39827 -1.27655
H -1.08083 1.74682 -0.32143
H -3.64732 -0.65723 0.03247
H 2.56414 -1.88103 -0.20303
```

Results
E_HOMO = -10.13 eV
molar mass = 133.10 g/mol
SMILES = N[C@@H](CC(=O)O)C(=O)O
spin multiplicity = 1
frontier orbital gap = 10.78 eV

Which structure loses on stability? version i does.

Version i
Entry from OMol25: C2H2N2O2S2 in the gas phase (wB97M-V/def2-TZVPD).

```
10
C2H2N2O2S2 | OMol25 | wB97M-V/def2-TZVPD
O 2.76895 -0.38945 -0.15479
C 1.58692 -0.26338 0.10017
N 0.63749 -1.22223 -0.05897
S -0.89882 -1.28507 0.70575
C -1.58912 0.26053 0.09461
O -2.76355 0.39041 -0.15499
N -0.63442 1.22349 -0.07096
S 0.89048 1.29214 0.70575
H 0.91790 -2.04992 -0.59765
H -0.91584 2.04350 -0.56892
```

Results
E_HOMO = -9.52 eV
molar mass = 150.18 g/mol
SMILES = O=C1NSC(=O)NS1
spin multiplicity = 1
frontier orbital gap = 9.73 eV

Version ii
Entry from OMol25: 2 unconnected molecules or ions with the total composition C2H2N2O2S2 (wB97M-V/def2-TZVPD).

```
10
C2H2N2O2S2 | OMol25 | wB97M-V/def2-TZVPD
C 2.72379 0.50386 0.61524
C -1.91272 -0.99152 -0.07337
N 1.83582 0.22035 -0.08959
N 0.84537 -0.26975 -0.62509
O -1.31686 1.51322 0.92098
O -2.17509 -0.21763 -1.12374
S -1.36916 -2.43437 0.19358
S -2.42033 0.66943 0.50622
H 3.68957 0.74419 0.54069
H 0.09961 0.26222 -0.86491
```

Results
E_HOMO = -8.82 eV
molar mass = 150.18 g/mol
spin multiplicity = 1
frontier orbital gap = 7.98 eV

Which structure loses on stability? version ii does.